# C8H20AlN2O2

A structure of composition C8H20AlN2O2 (ωB97M-V with the def2-TZVPD basis set, the OMol25 dataset).

Computed properties:
orbital gap	8.2	eV
LUMO	3.145	eV
spin multiplicity	1
largest force on an atom	1.95	eV/Å
E	-22293.8119	eV
total charge	-1

Geometry as XYZ:
```
33
Properties=species:S:1:pos:R:3:nbo_charge:R:1
C -3.092 1.270 -0.102 -0.6407
C -3.263 -0.071 -0.933 0.0923
O -4.307 -0.839 -0.317 -0.7371
C -1.937 -0.922 -0.988 -0.2728
N -1.281 -0.771 -2.319 -0.6397
C 0.151 -0.418 -2.105 -0.2561
C 0.276 1.093 -1.647 -0.0709
O 0.356 1.262 -0.241 -0.9531
Al 1.964 0.663 0.476 1.5584
C 2.348 1.769 2.143 -1.2599
C 1.978 -1.310 1.027 -1.0347
C 3.294 -1.522 1.862 0.1565
N 3.332 -1.547 3.151 -0.6923
H -2.748 1.040 0.936 0.2031
H -2.316 1.942 -0.555 0.2325
H -4.055 1.843 -0.124 0.1979
H -3.552 0.257 -1.965 0.1845
H -4.026 -1.063 0.576 0.4586
H -2.245 -2.000 -0.891 0.1800
H -1.249 -0.704 -0.131 0.2256
H -1.357 -1.681 -2.766 0.3475
H 0.739 -0.517 -3.061 0.1855
H 0.590 -1.137 -1.368 0.1854
H -0.692 1.584 -1.965 0.1533
H 1.083 1.638 -2.211 0.1621
H 3.101 0.879 -0.622 -0.4637
H 2.083 2.852 2.052 0.2087
H 3.408 1.653 2.505 0.2132
H 1.711 1.340 2.977 0.1954
H 2.001 -2.044 0.184 0.2118
H 1.124 -1.506 1.727 0.1983
H 4.223 -1.624 1.243 0.1559
H 2.359 -1.408 3.454 0.3142
```


# C8H20B3Cl8O4PS

A cluster of 5 separate species, C8H20B3Cl8O4PS in total (ωB97M-V with the def2-TZVPD basis set, the OMol25 dataset).

Computed properties:
SMILES	COCCCB1OBOB([PH2]=S)O1.ClCCl.ClCCl.ClCCl.ClCCl
orbital gap	8.7	eV
LUMO	-0.224	eV
spin multiplicity	1
largest force on an atom	0.98	eV/Å
E	-139149.3048	eV

Geometry as XYZ:
```
45
Properties=species:S:1:pos:R:3:nbo_charge:R:1
C 4.662 -4.039 1.632 -0.2487
O 5.119 -2.756 1.990 -0.5352
C 4.195 -1.729 1.704 -0.0642
C 3.166 -1.562 2.816 -0.4016
C 2.240 -0.345 2.592 -0.8080
B 1.142 -0.665 1.539 1.2095
O 1.422 -0.922 0.197 -0.9105
B 0.836 -2.061 -0.313 0.9976
O -0.470 -2.328 0.073 -0.8861
B -0.817 -1.925 1.342 0.8870
P -2.170 -2.911 2.318 0.5474
S -3.967 -2.285 1.883 -0.5559
O -0.205 -0.828 1.901 -0.9043
H 3.601 -4.180 1.866 0.1554
H 5.238 -4.764 2.203 0.1962
H 4.810 -4.228 0.564 0.1694
H 3.715 -1.908 0.735 0.1683
H 4.771 -0.806 1.613 0.1893
H 2.576 -2.479 2.935 0.1880
H 3.716 -1.430 3.750 0.2235
H 1.756 -0.071 3.531 0.2475
H 2.845 0.515 2.284 0.2488
H 1.449 -2.839 -0.966 -0.0920
H -1.880 -4.261 2.039 -0.0131
H -1.770 -2.826 3.665 -0.0115
C 1.400 1.676 -2.014 -0.3942
Cl 3.137 1.891 -1.784 -0.0162
Cl 0.535 3.219 -2.116 -0.0348
H 1.242 1.142 -2.943 0.2251
H 1.013 1.126 -1.166 0.2226
C -1.929 3.209 -5.010 -0.3953
Cl -0.784 2.357 -6.054 -0.0275
Cl -3.595 3.075 -5.589 -0.0267
H -1.872 2.776 -4.019 0.2230
H -1.657 4.258 -4.997 0.2230
C -7.171 3.439 -4.415 -0.3954
Cl -8.677 2.742 -3.806 -0.0232
Cl -7.079 3.416 -6.181 -0.0244
H -7.117 4.470 -4.088 0.2210
H -6.344 2.856 -4.029 0.2244
C -1.513 2.390 2.728 -0.3945
Cl -2.217 2.008 4.300 -0.0177
Cl -0.190 3.565 2.839 -0.0323
H -1.120 1.475 2.303 0.2231
H -2.286 2.816 2.100 0.2233
```


# C8H20BClLiO6

A structure of composition C8H20BClLiO6 (ωB97M-V with the def2-TZVPD basis set, the OMol25 dataset).

Computed properties:
orbital gap	8.7	eV
energy relative to the best compared isomer or geometry (same formula, charge and spin)	0.0	kJ/mol
LUMO	2.641	eV
spin multiplicity	1
largest force on an atom	0.99	eV/Å
E	-34304.1411	eV
total charge	-1

Geometry as XYZ:
```
37
Properties=species:S:1:pos:R:3:nbo_charge:R:1
Li -0.545 -0.752 1.029 0.8841
B -0.388 -2.038 2.653 -0.7553
H -1.155 -2.342 1.784 -0.0636
H -0.633 -0.917 2.994 -0.0352
H -0.331 -2.816 3.570 -0.0179
H 0.682 -1.875 2.118 -0.0851
Cl -3.143 1.366 1.026 2.5409
O -3.216 0.561 -0.184 -0.8919
O -2.639 2.680 0.682 -0.8858
O -4.449 1.460 1.621 -0.8516
O -2.219 0.736 1.955 -0.8763
C 0.747 -2.568 -2.659 -0.4314
C -0.531 -1.968 -3.273 -0.4371
C -1.063 -0.975 -2.212 -0.0660
O -0.315 -1.263 -1.034 -0.5461
C 0.964 -1.670 -1.433 -0.0661
H 1.613 -2.509 -3.315 0.2037
H 0.557 -3.587 -2.329 0.2093
H -1.287 -2.735 -3.451 0.2067
H -0.355 -1.492 -4.236 0.2013
H -2.116 -1.065 -1.975 0.2252
H -0.813 0.045 -2.526 0.1616
H 1.492 -2.153 -0.612 0.2113
H 1.561 -0.781 -1.702 0.1496
C 1.800 2.698 0.117 -0.4239
C 2.008 2.497 1.620 -0.4353
C 1.247 1.187 1.919 -0.0845
O 0.641 0.795 0.682 -0.5789
C 0.508 1.949 -0.152 -0.0814
H 2.630 2.266 -0.441 0.1939
H 1.718 3.753 -0.151 0.2074
H 1.574 3.308 2.202 0.2067
H 3.069 2.434 1.865 0.2025
H 0.475 1.387 2.670 0.2005
H 1.815 0.334 2.286 0.2057
H -0.407 2.502 0.061 0.2243
H 0.507 1.549 -1.168 0.1789
```


# C8H20BCsO4S2

A structure of composition C8H20BCsO4S2 (ωB97M-V with the def2-TZVPD basis set, the OMol25 dataset).

Computed properties:
orbital gap	6.5	eV
energy relative to the best compared isomer or geometry (same formula, charge and spin)	170.3	kJ/mol
LUMO	-0.737	eV
spin multiplicity	1
largest force on an atom	4.81	eV/Å
E	-39700.0232	eV

Geometry as XYZ:
```
36
Properties=species:S:1:pos:R:3:nbo_charge:R:1
Cs 0.452 -0.018 -2.119 0.9936
B 0.093 -2.244 -5.857 -0.8394
H -0.518 -2.094 -6.734 -0.0083
H 0.615 -1.314 -5.698 -0.0644
H -0.528 -2.440 -4.997 -0.0635
H 0.757 -3.067 -6.070 -0.0190
C 5.795 3.607 3.737 -0.4051
C 6.975 2.923 2.938 -0.4093
C 6.419 1.935 1.921 -0.6532
S 5.025 2.853 1.194 2.1028
O 3.842 2.038 1.046 -0.9547
O 5.519 3.608 0.014 -0.9280
C 4.740 3.985 2.644 -0.6375
H 6.060 4.456 4.368 0.2326
H 5.389 2.919 4.477 0.2099
H 7.667 2.474 3.651 0.2315
H 7.435 3.727 2.364 0.2164
H 6.035 1.111 2.523 0.2332
H 7.030 1.482 1.139 0.2650
H 3.698 3.797 2.906 0.2499
H 4.893 4.992 2.257 0.2470
C -6.040 -3.026 -1.490 -0.4335
C -7.004 -1.982 -0.832 -0.4002
C -6.181 -1.007 0.050 -0.6451
S -4.771 -2.035 0.689 2.1038
O -4.964 -2.379 2.099 -0.9252
O -3.521 -1.485 0.221 -0.9622
C -5.103 -3.531 -0.391 -0.6225
H -5.634 -2.739 -2.460 0.2370
H -6.650 -3.865 -1.825 0.2310
H -7.663 -2.458 -0.106 0.2103
H -7.564 -1.342 -1.515 0.2298
H -6.689 -0.426 0.819 0.2510
H -5.840 -0.263 -0.670 0.2328
H -5.637 -4.200 0.284 0.2340
H -4.132 -3.991 -0.575 0.2595
```


# C8H20Br2INO3Si2

A structure of composition C8H20Br2INO3Si2 (ωB97M-V with the def2-TZVPD basis set, the OMol25 dataset).

Computed properties:
orbital gap	9.6	eV
LUMO	-0.164	eV
spin multiplicity	1
largest force on an atom	3.56	eV/Å
E	-180191.1716	eV

Geometry as XYZ:
```
37
Properties=species:S:1:pos:R:3:nbo_charge:R:1
C 1.580 1.570 1.995 -0.6355
C 0.142 2.042 1.284 -0.2094
C -1.014 0.975 1.732 -0.6734
C 0.443 2.138 -0.319 -0.9208
Si -0.737 1.139 -1.459 1.4018
O 0.019 0.784 -3.011 -1.2102
Si 1.138 -0.564 -2.918 1.4406
I 1.200 -1.754 -0.753 -0.1935
C 0.822 -1.718 -4.459 -0.7744
Br 2.339 -1.473 -5.774 0.0199
C 0.549 -3.291 -4.057 -0.2407
C 0.635 -4.317 -5.373 -0.6586
Br -1.367 -3.493 -3.386 -0.0257
H 2.047 0.618 1.459 0.2101
H 2.351 2.466 2.071 0.2180
H 1.316 1.257 3.101 0.2105
H -0.099 3.127 1.699 0.2168
H -1.039 0.982 2.925 0.2415
H -2.118 1.285 1.411 0.2210
H -0.770 -0.158 1.451 0.2148
H 0.430 3.298 -0.595 0.2538
H 1.562 1.788 -0.540 0.2382
H -1.344 -0.043 -0.843 -0.1884
H -1.874 2.044 -1.770 -0.2031
H 2.491 0.002 -3.137 -0.1850
H -0.184 -1.328 -4.970 0.2810
H 1.217 -3.693 -3.179 0.2415
H -0.162 -3.961 -6.184 0.2268
H 0.269 -5.405 -5.047 0.2330
H 1.706 -4.372 -5.841 0.2383
C -1.723 1.317 6.994 -0.4824
N -1.559 1.587 5.540 0.5220
O -2.275 0.947 4.761 -0.3659
O -0.716 2.434 5.223 -0.3727
H -2.494 0.554 7.126 0.2339
H -0.763 0.964 7.374 0.2381
H -2.021 2.252 7.472 0.2382
```


# C8H20BrF3O7SV

A structure of composition C8H20BrF3O7SV (ωB97M-V with the def2-TZVPD basis set, the OMol25 dataset).

Computed properties:
orbital gap (spin up / spin down)	8.8 / 9.3	eV
energy relative to the best compared isomer or geometry (same formula, charge and spin)	0.0	kJ/mol
LUMO (spin up / spin down)	-0.325 / 0.122	eV
spin multiplicity	2
largest force on an atom	1.53	eV/Å
E	-137673.9057	eV

Geometry as XYZ:
```
41
Properties=species:S:1:pos:R:3:nbo_charge:R:1
O -13.598 14.379 -9.255 -0.5198
V -14.390 15.724 -8.979 1.3606
Br -16.781 14.880 -9.255 -0.4680
C -17.197 19.003 -8.216 0.6985
F -17.643 17.879 -7.620 -0.3168
F -17.666 19.034 -9.459 -0.3074
F -17.665 20.054 -7.544 -0.3074
S -15.374 19.056 -8.214 2.3728
O -15.022 19.997 -9.229 -0.9485
O -15.026 19.364 -6.858 -0.9600
O -15.005 17.676 -8.594 -1.0252
C -16.003 15.902 -5.311 -0.6411
C -14.594 16.237 -5.713 0.0796
C -13.605 16.066 -4.578 -0.6310
O -14.179 15.375 -6.832 -0.7234
H -16.128 14.863 -5.007 0.2073
H -16.703 16.171 -6.097 0.2473
H -16.291 16.531 -4.457 0.2233
H -14.539 17.258 -6.070 0.2313
H -13.610 15.055 -4.157 0.2040
H -13.850 16.756 -3.769 0.2323
H -12.595 16.297 -4.920 0.2111
H -14.078 14.471 -6.513 0.5070
C -11.398 18.008 -6.919 -0.6520
C -11.435 16.799 -7.834 -0.0606
O -12.468 16.919 -8.860 -0.7292
H -10.852 17.757 -6.007 0.2214
H -12.411 18.299 -6.629 0.2364
H -10.928 18.875 -7.383 0.2153
H -11.663 15.895 -7.279 0.1963
H -10.476 16.647 -8.336 0.1790
H -12.241 17.673 -9.414 0.5003
C -14.489 14.710 -12.776 -0.6387
C -13.594 15.724 -12.105 -0.0549
O -14.297 16.374 -11.004 -0.7133
H -15.441 15.157 -13.059 0.2194
H -14.682 13.884 -12.092 0.2350
H -14.010 14.297 -13.665 0.2197
H -13.260 16.503 -12.791 0.1807
H -12.720 15.244 -11.671 0.1998
H -14.741 17.169 -11.315 0.5190
```


# C8H20ClN3OP

The ion C8H20ClN3OP with charge +1 (ωB97M-V with the def2-TZVPD basis set, the OMol25 dataset).

Computed properties:
SMILES	CCP(C)N(Cl)/C(N)=[NH+]/CCCCO
orbital gap	7.9	eV
energy relative to the best compared isomer or geometry (same formula, charge and spin)	0.0	kJ/mol
LUMO	-4.523	eV
spin multiplicity	1
largest force on an atom	2.70	eV/Å
E	-36940.8602	eV
total charge	+1

Geometry as XYZ:
```
34
Properties=species:S:1:pos:R:3:nbo_charge:R:1
C -0.143 -2.997 -1.269 -0.6075
C -1.058 -1.807 -1.526 -0.7425
P -0.589 -0.790 -2.988 1.0034
C -2.034 0.351 -3.158 -0.9512
N 0.847 0.288 -2.524 -0.6800
Cl 0.758 1.696 -3.521 0.1968
C 0.889 0.622 -1.166 0.7370
N 0.398 1.799 -0.673 -0.9270
N 1.388 -0.326 -0.388 -0.4944
C 2.020 0.028 0.929 -0.2198
C 1.025 -0.091 2.108 -0.4126
C 0.756 1.274 2.782 -0.4230
C -0.675 1.422 3.325 -0.0640
O -1.301 0.169 3.573 -0.7142
H -0.556 -3.588 -0.456 0.2340
H -0.109 -3.634 -2.147 0.2323
H 0.866 -2.730 -0.980 0.1917
H -1.166 -1.184 -0.635 0.2092
H -2.057 -2.171 -1.756 0.2640
H -2.906 -0.283 -3.022 0.2570
H -2.049 1.105 -2.374 0.2179
H -2.005 0.789 -4.143 0.2620
H -0.591 1.858 -0.505 0.4311
H 0.931 2.641 -0.559 0.4447
H 2.002 -0.898 -0.964 0.4307
H 2.526 0.983 0.890 0.2136
H 2.779 -0.731 1.075 0.2295
H 0.111 -0.555 1.760 0.2181
H 1.474 -0.745 2.843 0.2349
H 0.932 2.047 2.043 0.1912
H 1.487 1.389 3.574 0.2191
H -1.247 2.024 2.620 0.1555
H -0.667 1.965 4.264 0.1919
H -2.035 0.082 2.966 0.4707
```